No. 1
The following is a DFT calculation (ωB97M-V with the def2-TZVPD basis set) of a molecular structure, C16H18N6O4SSbSe4Sn.

Summary:
total energy: -318609.5266 eV
lowest unoccupied orbital energy: 2.0 eV
E_HOMO: -4.40 eV
energy above the lowest of the compared OMol25 structures with the same formula, charge and spin: 7.9 kcal per mole
gap between HOMO and LUMO: 6.3794 eV

```
! RIJCOSX wB97M-V def2-TZVPD def2/J DEFGRID3
* xyz -1 1
Sb 1.198 0.897 -3.484
Sn -0.120 0.557 -0.009
Se -0.455 2.305 -2.353
Se 0.819 1.378 -6.010
Se 3.518 1.068 -2.952
Se 0.436 -0.841 -5.101
S -0.290 2.534 2.040
O 3.121 -3.850 7.178
O 0.018 -2.107 -0.217
O 0.904 -1.084 -1.985
O 1.677 -0.996 5.754
N 2.310 -0.392 1.649
N -1.483 0.237 3.023
N -1.802 0.045 1.711
N -0.313 1.490 4.479
N 3.731 -1.941 5.899
N -2.269 -0.454 -0.898
C 3.509 -2.489 7.206
C 4.599 0.018 2.191
C -3.389 -1.656 -2.618
C -4.118 -2.352 -1.670
C 4.377 -0.389 3.494
C -2.471 -0.710 -2.185
C -2.677 -0.837 1.435
C 1.497 -3.337 -1.634
C 2.755 -1.239 5.243
C -2.966 -1.129 0.021
C -0.742 1.322 3.197
C 3.099 -0.793 3.863
C 3.534 -0.005 1.297
C 2.098 -0.765 2.903
C 0.741 -2.088 -1.226
C -3.909 -2.084 -0.327
H -4.452 -2.610 0.446
H 2.749 -1.871 7.686
H -4.845 -3.096 -1.971
H -0.248 0.663 5.052
H 4.489 -2.310 5.346
H 5.179 -0.367 4.222
H 1.217 -4.190 -1.021
H 3.652 0.314 0.265
H 1.314 -3.543 -2.688
H -1.871 -0.136 -2.881
H 0.389 2.196 4.615
H -3.511 -1.830 -3.678
H 2.255 -3.893 6.755
H -3.185 -1.392 2.222
H 1.087 -1.068 3.153
H 4.431 -2.462 7.784
H 5.573 0.354 1.866
H 2.565 -3.141 -1.529
*
```

---

No. 2
The following is a DFT calculation (ωB97M-V with the def2-TZVPD basis set) of a molecular structure, C16H19BIrN6Te.

Summary:
total energy: -36630.0707 eV
lowest unoccupied orbital energy (alpha / beta): -5.4 / -9.8 eV
E_HOMO (alpha / beta): -14.44 / -14.89 eV
energy above the lowest of the compared OMol25 structures with the same formula, charge and spin: 0.0 kcal per mole
gap between HOMO and LUMO (alpha / beta): 9.0055 / 5.0588 eV

```
! RIJCOSX wB97M-V def2-TZVPD def2/J DEFGRID3
* xyz 2 6
Ir -0.334 -0.159 -0.539
Te -0.949 2.204 -0.623
N -1.783 -2.638 0.221
N 0.494 -0.971 1.105
N 0.399 -1.758 -1.446
N -1.914 -1.327 -0.188
N 0.282 -3.032 -0.929
N 0.373 -2.322 1.377
C 1.313 -0.428 2.056
C 1.532 5.286 2.251
C -3.245 -1.080 -0.385
C -0.240 1.737 -3.522
C 0.142 5.092 2.379
C 2.261 4.513 1.329
C 1.072 -2.605 2.480
C -2.999 -3.190 0.300
C 1.651 -1.439 2.964
C 0.869 -3.893 -1.774
C 1.617 3.573 0.519
C -3.951 -2.246 -0.044
C -0.519 4.165 1.584
C 1.077 -1.834 -2.636
C 1.364 -3.177 -2.865
C 0.230 3.448 0.637
B -0.398 -3.261 0.439
H 1.600 0.615 1.972
H 1.882 -3.596 -3.709
H -0.186 0.961 -4.294
H 3.331 4.682 1.229
H -5.019 -2.375 -0.074
H -3.527 -0.100 -0.747
H -1.596 4.007 1.681
H -1.311 2.036 -3.449
H 0.214 1.258 -2.585
H 1.078 -3.635 2.783
H -0.453 -4.387 0.853
H 1.331 -0.941 -3.184
H 2.244 -1.347 3.853
H 2.182 2.965 -0.191
H -0.418 5.702 3.088
H 0.397 2.616 -3.791
H -3.022 -4.235 0.555
H 2.031 6.059 2.836
H 0.895 -4.943 -1.517
*
```

---

No. 3
The following is a DFT calculation (ωB97M-V with the def2-TZVPD basis set) of a molecular structure, C16H19BMgN6Se.

Summary:
total energy: -97312.5796 eV
lowest unoccupied orbital energy: 0.4 eV
E_HOMO: -7.38 eV
gap between HOMO and LUMO: 7.8252 eV

```
! RIJCOSX wB97M-V def2-TZVPD def2/J DEFGRID3
* xyz 0 1
Se 2.044 0.484 1.846
Mg 0.254 0.215 -0.058
N -1.359 0.036 -2.848
N 0.348 1.824 -1.292
N -1.648 -0.097 -1.499
N 1.089 -0.740 -2.879
N 0.394 1.769 -2.678
N 1.214 -0.971 -1.514
C 0.038 1.116 3.838
C 0.980 3.848 -2.077
C -3.501 -0.528 -2.710
C 1.534 -0.750 4.309
C -0.274 -0.228 5.842
C -0.661 0.837 5.012
C 1.121 0.293 3.441
C -1.331 -1.731 1.807
C 1.896 -1.600 -3.545
C -2.461 -0.223 -3.580
C -2.932 -0.473 -1.418
C 0.746 2.977 -3.165
C 2.123 -1.951 -1.362
C 2.589 -2.379 -2.619
C 0.734 3.059 -0.926
C 0.833 -1.015 5.477
B 0.083 0.387 -3.350
H 2.395 -1.360 4.036
H -2.032 -2.347 1.227
H -0.845 -0.464 6.744
H -2.411 -0.186 -4.661
H 3.336 -3.132 -2.802
H 0.850 3.121 -4.229
H 2.385 -2.291 -0.371
H -4.517 -0.776 -2.973
H 1.143 -1.839 6.123
H 0.143 0.480 -4.534
H 1.958 -1.595 -4.624
H 0.853 3.262 0.128
H -3.377 -0.734 -0.467
H -0.392 -1.611 1.177
H -1.526 1.443 5.297
H -1.816 -0.770 1.997
H -1.059 -2.180 2.774
H 1.309 4.864 -2.095
H -0.250 1.954 3.203
*
```

---

No. 4
The following is a DFT calculation (ωB97M-V with the def2-TZVPD basis set) of a molecular structure, C16H19BMnN6Se.

Summary:
total energy: -123180.8193 eV
lowest unoccupied orbital energy (alpha / beta): 0.7 / -2.0 eV
E_HOMO (alpha / beta): -5.49 / -8.31 eV
energy above the lowest of the compared OMol25 structures with the same formula, charge and spin: 77.5 kcal per mole
gap between HOMO and LUMO (alpha / beta): 6.1854 / 6.3561 eV

```
! RIJCOSX wB97M-V def2-TZVPD def2/J DEFGRID3
* xyz 0 6
Se 1.837 1.273 -0.728
Mn -0.128 -0.226 -1.217
N -1.413 1.562 -0.994
N -1.571 -1.178 -1.349
N -1.806 -0.209 1.448
N -0.501 -0.324 0.994
N -2.584 1.435 -0.255
N -2.759 -0.976 -0.674
C -3.632 -1.884 -1.110
C -1.375 2.853 -1.383
C 5.215 -0.427 2.021
C -1.704 -2.245 -2.183
C 0.246 -0.542 2.094
C -3.271 2.605 -0.211
C 4.437 -1.324 1.272
C -2.527 3.567 -0.929
C -0.567 -0.622 3.266
C -3.010 -2.692 -2.074
C 0.605 -0.332 -2.882
C -1.882 -0.400 2.790
C 3.443 -0.856 0.404
C 4.996 0.959 1.893
C 3.179 0.530 0.302
C 4.002 1.428 1.042
B -2.918 0.088 0.421
H -0.915 -2.617 -2.791
H 5.607 1.668 2.462
H -4.206 2.669 0.334
H -0.260 -0.786 4.281
H -2.774 4.603 -1.070
H 4.606 -2.401 1.367
H 0.377 0.669 -3.369
H 1.300 -0.639 2.053
H -0.558 3.252 -1.936
H 5.987 -0.794 2.702
H 1.682 -0.502 -2.949
H 0.113 -1.181 -3.398
H 2.861 -1.551 -0.199
H -2.831 -0.345 3.309
H 3.827 2.498 0.928
H -3.437 -3.494 -2.619
H -4.614 -1.913 -0.719
H 0.932 -1.251 -1.244
H -4.012 0.050 0.900
*
```

---

No. 5
The following is a DFT calculation (ωB97M-V with the def2-TZVPD basis set) of a molecular structure, C16H19BMnN6Se.

Summary:
total energy: -123184.1791 eV
lowest unoccupied orbital energy (alpha / beta): 0.5 / 0.1 eV
E_HOMO (alpha / beta): -6.58 / -6.89 eV
energy above the lowest of the compared OMol25 structures with the same formula, charge and spin: 0.0 kcal per mole
gap between HOMO and LUMO (alpha / beta): 7.0790 / 7.0214 eV

```
! RIJCOSX wB97M-V def2-TZVPD def2/J DEFGRID3
* xyz 0 6
Se 0.571 -1.127 2.060
Mn -0.460 -0.978 -0.111
N 1.378 -1.477 -1.184
N -1.299 -0.864 -1.765
N 0.647 1.401 -1.819
N 0.199 1.074 -0.547
N -0.708 -0.350 -2.939
N 1.684 -0.815 -2.367
C 1.061 0.584 4.235
C 0.791 1.587 5.157
C -1.433 1.851 4.224
C 0.936 2.715 -1.880
C 0.090 0.207 3.269
C 0.705 3.268 -0.621
C 2.408 -2.317 -0.936
C 2.859 -1.264 -2.853
C 3.359 -2.223 -1.970
C 0.264 2.206 0.186
C -1.558 -0.476 -3.971
C -2.545 -1.297 -2.149
C -0.459 2.230 5.159
C -1.175 0.838 3.296
C -2.729 -1.074 -3.516
C -1.742 -2.490 0.644
B 0.711 0.278 -2.894
H -1.945 0.527 2.589
H 1.274 3.148 -2.810
H 2.028 0.080 4.232
H 1.059 0.698 -3.957
H -3.217 -1.750 -1.436
H 0.006 2.204 1.238
H -2.090 -2.651 1.677
H -2.404 2.350 4.216
H -0.786 -3.014 0.557
H -1.832 -1.272 0.513
H 4.271 -2.779 -2.056
H 2.432 -2.921 -0.039
H -3.605 -1.323 -4.085
H -0.668 3.016 5.885
H -1.262 -0.129 -4.950
H -2.440 -2.956 -0.061
H 0.830 4.291 -0.322
H 1.556 1.869 5.881
H 3.239 -0.875 -3.785
*
```

---

No. 6
The following is a DFT calculation (ωB97M-V with the def2-TZVPD basis set) of a molecular structure, C16H19BN6SV.

Summary:
total energy: -63039.1120 eV
lowest unoccupied orbital energy (alpha / beta): -0.6 / -0.7 eV
E_HOMO (alpha / beta): -7.90 / -8.13 eV
energy above the lowest of the compared OMol25 structures with the same formula, charge and spin: 82.5 kcal per mole
gap between HOMO and LUMO (alpha / beta): 7.2596 / 7.4334 eV

```
! RIJCOSX wB97M-V def2-TZVPD def2/J DEFGRID3
* xyz 0 4
V 2.317 0.797 0.201
S 3.016 1.202 2.519
N 1.126 -0.599 -2.543
N 1.619 -0.758 -1.222
N 0.542 1.753 -2.350
N 0.975 1.955 -1.006
N -1.897 -0.171 -1.677
N -1.504 0.009 -2.979
C -0.356 -0.155 5.290
C -2.199 -2.387 2.596
C -3.163 -0.518 -1.634
C 0.659 -1.067 4.959
C 0.307 1.201 3.376
C 2.599 -2.276 -2.577
C 0.729 2.910 -3.026
C 1.821 -1.431 -3.352
C 1.068 3.918 -2.131
C 2.418 -1.865 -1.259
C 1.555 0.495 3.241
C -0.576 0.936 4.438
C 1.546 -0.786 3.906
C -3.670 -0.595 -2.959
C -2.591 -0.239 -3.777
C 1.150 3.308 -0.879
B 0.088 0.439 -3.079
H 1.743 -1.353 -4.433
H -4.663 -0.873 -3.186
H -1.485 -1.776 2.005
H 2.845 -2.270 -0.347
H 0.750 -1.982 5.562
H -0.966 -0.298 6.190
H -1.655 -2.787 3.478
H -3.000 -1.824 2.897
H -2.558 -0.152 -4.837
H 3.229 -3.077 -2.940
H -3.621 -0.684 -0.665
H 1.367 3.751 0.086
H -2.541 -3.240 1.964
H -1.441 1.583 4.638
H 0.054 1.983 2.661
H 2.266 -1.545 3.606
H 1.248 4.953 -2.374
H 0.634 2.945 -4.105
H 0.218 0.570 -4.276
*
```

---

No. 7
The following is a DFT calculation (ωB97M-V with the def2-TZVPD basis set) of a molecular structure, C16H19BN6W.

Summary:
total energy: -28289.7419 eV
lowest unoccupied orbital energy (alpha / beta): -16.4 / -17.0 eV
E_HOMO (alpha / beta): -22.61 / -22.53 eV
energy above the lowest of the compared OMol25 structures with the same formula, charge and spin: 72.1 kcal per mole
gap between HOMO and LUMO (alpha / beta): 6.2121 / 5.5676 eV

```
! RIJCOSX wB97M-V def2-TZVPD def2/J DEFGRID3
* xyz 4 3
W 0.678 1.751 -1.026
N 1.829 0.130 -1.322
N 0.237 -2.710 0.530
N 0.089 -2.285 1.870
N 1.473 -1.191 -1.418
N -0.991 -0.928 -1.226
N -0.952 0.439 -1.256
C -2.361 2.813 2.759
C 2.135 2.485 0.174
C 3.238 -0.832 -2.733
C -2.195 -1.324 -1.713
C -1.054 1.189 1.519
C -2.031 1.486 2.482
C -2.191 0.908 -1.603
C -0.555 2.216 0.700
C 0.405 -4.065 0.548
C -2.959 -0.193 -1.971
C -1.725 3.849 2.070
C 0.394 -4.524 1.864
C 2.946 0.365 -2.104
C 2.325 -1.769 -2.278
C 0.197 -3.364 2.657
C -0.840 3.563 1.013
B 0.182 -1.892 -0.884
H -2.522 0.667 3.010
H 4.033 -1.007 -3.428
H 3.176 2.496 -0.110
H -3.969 -0.182 -2.349
H 0.471 -4.615 -0.379
H -0.687 0.158 1.437
H 2.193 -2.807 -2.517
H -0.012 -2.800 -1.709
H -1.927 4.888 2.339
H 0.123 -3.328 3.747
H 1.863 1.382 0.432
H 0.497 -5.535 2.209
H 3.426 1.332 -2.145
H -2.408 -2.384 -1.835
H 1.410 3.169 -0.859
H -3.108 3.038 3.520
H -0.382 4.369 0.427
H 1.982 3.089 1.060
H -2.430 1.955 -1.504
*
```

---

No. 8
The following is a DFT calculation (ωB97M-V with the def2-TZVPD basis set) of 5 unconnected molecules or ions with the total composition C16H19BrCl12FN2O3PS.

Summary:
SMILES: CCOP(=O)(CCc1cc(F)c(Br)c2nsnc12)OCC.ClC(Cl)Cl.ClC(Cl)Cl.ClC(Cl)Cl.ClC(Cl)Cl
total energy: -269170.4916 eV
lowest unoccupied orbital energy: -1.6 eV
E_HOMO: -8.64 eV
gap between HOMO and LUMO: 7.0598 eV

```
! RIJCOSX wB97M-V def2-TZVPD def2/J DEFGRID3
* xyz 0 1
Br 3.890 -0.617 2.757
Cl -2.452 -5.707 0.494
Cl 2.946 -0.774 -6.066
Cl 7.757 -3.372 5.584
Cl 5.650 -1.372 5.428
Cl -5.574 -3.130 -1.370
Cl 1.860 -3.437 -5.628
Cl -8.302 -2.145 -1.594
Cl 3.048 -1.969 -3.415
Cl -4.548 -4.017 1.593
Cl -6.488 -0.976 0.357
Cl 7.489 -1.726 3.201
Cl -1.968 -4.186 2.926
S 2.023 4.166 2.106
P -1.262 1.807 -1.110
F 3.458 -1.626 -0.304
O -0.709 0.169 -0.987
O -2.754 1.679 -1.549
O -1.093 2.464 0.450
N 2.710 2.664 2.575
N 1.611 4.046 0.431
C 1.207 2.643 -2.522
C 3.147 0.396 1.208
C -0.400 2.774 -2.479
C 2.035 2.688 0.144
C -2.808 3.166 2.079
C 7.308 -1.778 4.960
C -1.338 -0.407 0.220
C -1.836 -1.933 -0.045
C 1.872 1.973 -1.239
C -6.622 -1.710 -1.248
C 2.666 1.886 1.340
C 3.021 -0.281 -0.188
C -2.035 3.541 0.716
C -3.175 -5.065 1.976
C 3.114 -2.282 -5.155
C 2.388 0.511 -1.389
H -0.879 2.456 -3.484
H -3.824 2.666 1.923
H -3.537 -5.901 2.571
H 4.085 -2.716 -5.388
H -2.188 2.428 2.725
H 1.457 1.987 -3.444
H -0.671 3.882 -2.324
H -2.944 4.108 2.717
H -1.513 -2.217 -1.104
H -2.285 0.181 0.504
H -6.297 -0.980 -1.987
H -1.382 -2.591 0.784
H -1.403 4.488 0.943
H 1.629 3.704 -2.723
H -2.717 3.820 -0.155
H -2.987 -1.977 0.064
H 2.273 -0.003 -2.411
H -0.630 -0.362 1.136
H 7.978 -1.039 5.396
*
```

---

No. 9
The following is a DFT calculation (ωB97M-V with the def2-TZVPD basis set) of 4 unconnected molecules or ions with the total composition C16H19BrClO10P.

Summary:
SMILES: O=C1OC(=O)C(P(O)Cl)=C1Br.O=C1CCCO1.O=C1CCCO1.O=C1CCCO1
total energy: -129230.0350 eV
lowest unoccupied orbital energy: -1.6 eV
E_HOMO: -10.05 eV
gap between HOMO and LUMO: 8.4034 eV

```
! RIJCOSX wB97M-V def2-TZVPD def2/J DEFGRID3
* xyz 0 1
Br -2.068 -0.521 2.305
Cl -3.912 2.889 1.589
P -3.412 1.952 -0.160
O -0.334 3.105 -0.920
O 0.556 1.107 -0.287
O 1.633 -4.344 4.018
O 6.544 -1.390 -2.069
O -7.498 2.143 -0.123
O 1.154 0.269 1.734
O 6.043 -0.645 -0.024
O -4.193 0.543 -0.140
O 3.693 -4.312 3.150
O -7.644 0.210 -1.235
C -1.692 1.451 0.252
C 6.316 -0.470 -1.344
C -7.627 1.564 -1.160
C -8.281 0.969 -3.371
C -1.183 0.571 1.112
C 2.471 -3.772 3.385
C 0.312 0.560 0.958
C 5.705 0.614 0.586
C -0.499 2.040 -0.437
C 2.397 -2.395 2.751
C -7.759 2.149 -2.554
C 4.531 -3.373 2.452
C 6.331 1.676 -0.312
C -7.701 -0.216 -2.605
C 3.566 -2.408 1.773
C 6.252 1.007 -1.681
H 7.374 1.827 -0.032
H 5.821 2.634 -0.249
H 1.433 -2.250 2.277
H -8.312 -1.113 -2.656
H 5.168 -2.873 3.184
H 5.160 -3.923 1.757
H -7.987 0.981 -4.418
H 4.615 0.697 0.623
H 6.094 0.621 1.601
H 5.300 1.197 -2.181
H -3.946 -0.099 0.540
H -6.768 2.472 -2.879
H -6.686 -0.459 -2.929
H 4.001 -1.432 1.583
H 3.244 -2.822 0.817
H -8.428 3.006 -2.539
H -9.370 0.940 -3.324
H 7.064 1.272 -2.353
H 2.522 -1.648 3.536
*
```

---

No. 10
The following is a DFT calculation (ωB97M-V with the def2-TZVPD basis set) of a single C16H19BrFN5O molecule.

Summary:
SMILES: O=C(Nc1[nH]ncc1Br)N1CCN(CCc2ccc(F)cc2)CC1
total energy: -99157.8959 eV
lowest unoccupied orbital energy: 0.4 eV
E_HOMO: -8.44 eV
energy above the lowest of the compared OMol25 structures with the same formula, charge and spin: 0.0 kcal per mole
gap between HOMO and LUMO: 8.8236 eV

```
! RIJCOSX wB97M-V def2-TZVPD def2/J DEFGRID3
* xyz 0 1
Br 5.626 2.473 -1.975
F -6.419 -0.114 -0.528
O 1.612 -1.161 -2.761
N -0.097 -0.592 1.873
N 3.716 -0.157 -4.301
N 4.524 0.372 -5.266
N 1.545 -0.794 -0.529
N 3.174 0.238 -1.902
C 3.940 0.401 -3.064
C -2.048 0.735 2.922
C -4.098 -0.516 2.212
C 4.979 1.228 -3.224
C 2.094 -0.609 -1.778
C -5.179 -0.798 1.351
C -4.414 1.036 -0.058
C -0.620 -1.134 0.598
C -3.340 1.276 0.821
C 2.105 -0.231 0.717
C 0.463 -1.753 -0.297
C 5.311 1.180 -4.623
C -3.186 0.483 1.942
C -5.303 -0.014 0.207
C -0.985 -0.376 3.038
C 1.061 0.307 1.665
H 2.905 -0.761 -4.456
H 1.577 0.471 2.595
H 0.860 -2.680 0.099
H -4.001 -1.098 3.126
H -4.545 1.672 -0.921
H 3.441 0.703 -1.036
H -1.455 -1.833 0.799
H -5.909 -1.572 1.560
H -2.482 0.928 3.930
H 0.709 1.295 1.331
H 6.055 1.854 -5.018
H -0.374 -0.039 3.880
H -1.075 -0.361 -0.005
H -2.665 2.119 0.647
H -0.025 -2.068 -1.226
H 2.866 0.560 0.522
H -1.531 1.620 2.614
H 2.685 -0.981 1.228
H -1.500 -1.306 3.290
*
```